1.
{
  "formula": "C7H14OPV",
  "method": "wB97M-V/def2-TZVPD",
  "lumo_energy_ha": [0.0056, -0.0007],
  "largest_force_ev_per_a": 2.4,
  "energy_ev": -44503.821,
  "multiplicity": 3,
  "gap_ha": [0.2371, 0.2199],
  "charge": 0,
  "homo_ev": [-6.30, -6.00],
  "symbols": ["H", "H", "H", "P", "H", "H", "C", "C", "C", "H", "C", "H", "C", "H", "C", "O", "H", "H", "C", "V", "H", "H", "H", "H"],
  "xyz": [[0.013, -1.938, -2.093], [-0.762, 0.547, 4.035], [-0.064, -3.129, 1.618], [0.791, -2.505, 0.655], [-1.711, -0.422, 0.849], [-0.610, -0.908, 3.073], [0.232, 1.330, -3.149], [1.171, 1.542, -0.883], [0.219, -0.868, -1.974], [1.715, 2.128, -0.129], [-1.093, 0.058, 3.121], [1.004, 3.118, -2.298], [0.819, 2.069, -2.105], [0.750, -3.526, -0.340], [0.012, -0.052, -3.080], [-1.094, 0.286, 0.678], [-2.177, -0.062, 3.180], [-0.365, -0.509, -3.992], [-0.686, 0.945, 1.983], [0.572, -0.156, -0.207], [0.404, 1.102, 1.908], [2.044, -2.826, 1.258], [-1.188, 1.923, 1.984], [0.007, 1.852, -4.090]],
  "mulliken_spin": [-0.03, 0.00, 0.01, 0.05, 0.00, -0.01, -0.27, -0.39, -0.44, -0.02, 0.01, 0.01, 0.27, 0.02, 0.23, 0.02, 0.00, 0.01, -0.01, 2.55, 0.02, 0.00, 0.00, -0.02]
}

2.
{
  "formula": "C7H14S",
  "method": "wB97M-V/def2-TZVPD",
  "lumo_energy_ha": 0.0253,
  "largest_force_ev_per_a": 7.1,
  "energy_ev": -18315.891,
  "gap_ha": 0.3553,
  "charge": 0,
  "homo_ev": -8.98,
  "symbols": ["H", "H", "C", "H", "C", "H", "H", "H", "H", "C", "C", "C", "H", "C", "H", "H", "H", "S", "C", "H", "H", "H"],
  "xyz": [[-2.125, -1.849, 0.037], [-0.949, 1.708, -1.653], [-1.049, 0.080, 1.288], [1.766, 0.193, 1.474], [1.615, 1.492, -0.049], [-2.684, 0.955, -0.439], [0.843, -0.054, -1.371], [-0.565, -0.753, 1.948], [1.943, 2.092, -0.969], [-1.658, 0.626, -1.115], [0.666, 0.258, -0.371], [1.875, 0.191, 0.417], [-0.311, -2.001, 0.387], [-0.804, -0.171, -0.159], [-2.138, -0.097, 1.659], [-0.891, 1.115, 1.739], [3.023, -1.826, 0.258], [3.464, -0.498, -0.250], [-1.016, -1.647, -0.322], [-0.750, -1.872, -1.356], [1.245, 2.303, 0.827], [-1.500, -0.245, -1.981]],
  "nbo_charge": [0.22, 0.22, -0.63, 0.23, -0.41, 0.25, 0.21, 0.21, 0.25, -0.61, -0.22, -0.36, 0.21, -0.14, 0.21, 0.22, 0.14, -0.06, -0.59, 0.21, 0.21, 0.23]
}

3.
{
  "formula": "C7H14S",
  "method": "wB97M-V/def2-TZVPD",
  "lumo_energy_ha": [0.0318, -0.0118],
  "largest_force_ev_per_a": 1.7,
  "energy_ev": -18316.554,
  "multiplicity": 3,
  "gap_ha": [0.2513, 0.3216],
  "charge": 0,
  "homo_ev": [-5.97, -9.07],
  "symbols": ["H", "H", "H", "H", "H", "H", "S", "H", "H", "C", "C", "H", "C", "H", "C", "H", "C", "H", "C", "C", "H", "H"],
  "xyz": [[-1.438, 1.980, 0.299], [2.477, -0.958, -1.786], [0.939, 2.488, -0.441], [-2.407, 0.806, -1.667], [-1.015, 1.004, 1.708], [2.696, 2.159, -0.816], [-0.893, -1.688, 0.448], [0.736, -0.599, 1.827], [-0.969, 0.007, -2.298], [-1.582, 1.013, 0.781], [1.449, 0.474, -0.626], [-0.681, -1.138, 2.791], [1.703, 1.748, -0.627], [0.521, -2.327, 2.237], [2.085, -0.827, -0.774], [-2.321, -0.959, -1.737], [-1.748, -0.052, -1.541], [1.349, -1.629, -0.594], [0.013, -1.396, 1.996], [-1.166, -0.072, -0.153], [2.900, -0.959, -0.056], [-2.647, 0.924, 1.029]],
  "mulliken_spin": [0.01, 0.00, 0.04, 0.00, 0.01, 0.05, 0.15, 0.00, 0.02, 0.03, 0.92, 0.01, -0.11, 0.00, 0.04, 0.02, 0.00, 0.02, 0.01, 0.73, 0.02, 0.03]
}